Entry 1:
39
Properties=species:S:1:pos:R:3:forces:R:3:nbo_charge:R:1 method="wB97M-V/def2-TZVPD" multiplicity=1 e_tot_ev=-161939.540 charge=-2 gap_ev=4.439 lumo_ha=0.145
Te 2.396 0.312 3.050 0.10 0.22 0.57 -0.632
As -1.734 -0.558 1.079 0.29 -0.94 0.99 1.593
Cu 0.002 1.912 -0.146 0.63 -0.34 0.33 0.828
S -2.679 2.825 -0.143 -1.25 2.02 0.13 2.401
P 2.333 0.404 0.716 1.73 -1.26 -1.67 1.998
O 1.772 -1.023 0.101 -0.10 1.50 0.26 -0.821
O -0.779 0.840 1.712 -0.14 -0.09 0.03 -1.096
O -1.333 2.839 -0.812 -1.74 0.85 -0.61 -1.100
O -2.607 2.666 1.300 0.05 -0.39 -0.59 -0.993
O 1.765 1.499 -0.103 0.89 -0.13 0.32 -1.164
O 3.886 0.420 0.099 -0.82 0.31 0.32 -0.824
O -3.435 -0.104 0.909 0.12 -0.08 0.57 -0.854
O -1.835 -0.162 -0.619 0.58 -0.01 -0.10 -0.891
O -3.353 4.071 -0.517 -0.06 -0.32 -0.22 -1.043
C -4.425 1.845 -1.944 -0.40 0.14 -0.35 -0.143
C 2.095 -2.229 0.731 0.36 -0.98 0.58 -0.078
C -5.096 0.884 -2.695 -0.16 0.25 -0.30 -0.423
C -4.887 -0.454 -2.359 0.00 -0.28 0.10 -0.218
C 0.852 -2.981 1.186 0.20 0.41 -0.15 -0.634
C -4.067 -0.809 -1.327 0.08 -0.22 0.15 -0.301
C 6.276 0.210 0.249 -0.48 -0.06 0.02 -0.618
C -3.598 1.519 -0.907 0.60 0.35 0.46 -0.504
C 4.912 -0.411 0.546 0.47 -0.53 0.54 -0.066
C -3.311 0.158 -0.533 -0.67 -0.13 -0.77 0.414
H 0.402 -2.476 2.043 0.04 -0.12 -0.06 0.226
H 1.129 -4.000 1.453 -0.04 -0.14 0.08 0.188
H -5.737 1.154 -3.525 -0.02 0.08 0.04 0.176
H -3.886 -1.852 -1.074 -0.07 0.04 -0.04 0.175
H 2.667 -2.844 0.020 -0.05 0.13 0.04 0.155
H -5.389 -1.240 -2.923 0.03 0.04 0.04 0.173
H 4.803 -0.576 1.635 0.13 -0.03 -0.31 0.188
H -0.118 0.586 2.379 -0.19 -0.19 -0.10 0.497
H 2.731 -2.029 1.613 -0.11 -0.25 -0.32 0.191
H 0.117 -2.992 0.382 -0.03 -0.11 0.00 0.222
H 4.853 -1.388 0.040 -0.05 0.06 0.13 0.150
H -4.545 2.899 -2.144 -0.03 0.08 -0.10 0.226
H 6.425 0.287 -0.827 0.06 0.06 -0.07 0.199
H 7.067 -0.405 0.677 0.05 -0.07 -0.01 0.192
H 6.333 1.204 0.683 0.01 0.13 0.05 0.211



Entry 2:
42
Properties=species:S:1:pos:R:3:forces:R:3:nbo_charge:R:1 method="wB97M-V/def2-TZVPD" multiplicity=1 e_tot_ev=-55167.431 charge=-1 gap_ev=6.774 lumo_ha=0.095
Cl 0.791 -0.934 0.873 0.01 -0.20 0.03 -0.409
F -2.847 3.230 -3.065 0.03 0.08 0.05 -0.330
F -4.858 0.281 5.119 0.01 0.08 0.07 -0.338
F 2.749 -3.283 -4.000 0.02 0.03 -0.11 -0.339
O 3.312 -0.895 -1.592 0.40 0.35 0.16 -0.466
O 4.396 -2.502 -2.665 -0.01 -0.11 0.23 -0.514
O 2.895 1.474 2.196 0.30 0.06 -0.63 -0.779
O -2.606 -0.010 1.294 -0.57 -0.12 0.06 -0.511
O -2.212 -0.072 -2.296 0.08 -0.02 -0.17 -0.469
O 1.907 3.265 0.999 -0.23 -0.37 -0.22 -0.960
O -1.413 1.563 -3.580 -0.06 -0.16 -0.20 -0.496
O -2.322 -1.110 3.243 -0.08 0.01 -0.12 -0.470
O 5.549 -1.063 -1.350 -0.23 -0.05 -0.21 -0.582
O -0.229 -0.344 -3.335 -0.25 0.10 -0.12 -0.581
O -4.096 0.227 2.996 -0.06 -0.16 -0.15 -0.509
C -1.187 0.310 -3.083 0.23 -0.02 0.29 0.989
C 4.517 -1.429 -1.818 0.04 -0.06 -0.01 0.974
C -3.068 1.053 -2.097 -0.09 0.05 0.19 -0.133
C 3.017 -2.825 -2.748 0.15 0.08 0.02 0.445
C -2.960 -0.274 2.385 0.45 0.13 -0.08 0.967
C -4.329 -0.523 4.157 0.06 0.02 -0.10 0.447
C -2.754 1.900 -3.312 0.08 -0.07 0.08 0.449
C 3.795 0.562 1.577 -0.03 -0.21 0.15 -0.248
C 2.346 -1.507 -2.441 -0.30 -0.07 0.02 -0.136
C -2.945 -1.024 4.515 0.04 -0.04 0.11 -0.127
B 1.812 1.902 1.393 0.16 0.09 0.15 1.014
B 0.461 0.980 0.942 0.04 0.36 -0.15 -0.507
H 2.798 -3.623 -2.037 -0.06 -0.06 -0.07 0.148
H -5.053 -1.312 3.939 -0.07 0.02 0.11 0.138
H 4.044 -0.242 2.282 -0.05 0.11 -0.11 0.165
H -3.361 1.677 -4.194 -0.05 0.09 0.00 0.135
H 4.731 1.071 1.298 -0.17 -0.03 0.05 0.149
H 2.219 -0.908 -3.342 0.00 -0.08 -0.05 0.206
H 1.399 -1.584 -1.916 0.08 0.04 0.12 0.258
H -2.782 1.568 -1.179 0.04 0.02 0.03 0.238
H 0.089 1.326 -0.170 -0.13 -0.13 -0.03 -0.059
H -2.942 -1.995 5.003 0.03 -0.04 -0.10 0.198
H 3.367 0.106 0.676 0.05 0.06 0.24 0.200
H -0.424 1.165 1.753 -0.01 0.05 0.04 -0.031
H -2.422 -0.293 5.135 -0.06 0.03 0.02 0.203
H -4.103 0.728 -2.042 0.05 -0.10 -0.03 0.196
H 2.719 3.367 0.489 0.13 0.23 0.43 0.472



Entry 3:
27
Properties=species:S:1:pos:R:3:forces:R:3:nbo_charge:R:1 method="wB97M-V/def2-TZVPD" smiles="C=c1[nH+]c(C)c(=C)c(N)c1CC" multiplicity=1 de_lowest_kcal_mol=66.88 e_tot_ev=-13585.171 charge=+1 gap_ev="6.509 / 5.944" lumo_ha="-0.182 / -0.192"
N 0.437 2.370 -0.231 0.79 0.40 -0.03 -0.751
N -1.083 -1.337 0.177 0.20 0.71 0.25 -0.444
C 0.380 -1.285 0.057 -1.25 -1.79 -0.84 0.140
C 3.345 -0.357 0.565 -1.00 1.97 0.60 -0.597
C 0.957 -2.539 -0.020 -0.70 2.49 0.74 -0.362
C 0.926 0.001 -0.169 -1.88 3.21 1.03 -0.114
C -1.461 0.984 -0.095 1.11 0.69 0.42 -0.161
C 2.383 0.242 -0.474 -0.78 -4.73 -1.27 -0.413
C -1.949 -0.316 0.158 2.87 -2.51 -0.38 0.430
C -2.260 2.050 -0.325 2.40 -1.01 0.14 -0.235
C -3.331 -0.638 0.284 -1.88 1.08 -2.59 -0.684
C 0.018 1.121 -0.077 0.93 -2.64 -0.88 0.249
H 0.297 -3.383 0.066 0.33 -0.46 -0.03 0.209
H 2.564 1.223 -0.770 0.54 1.46 -0.45 0.214
H -1.819 2.966 -0.562 0.43 1.27 -0.24 0.189
H -0.208 3.108 -0.234 -0.41 0.85 0.12 0.393
H -3.568 -1.411 -0.468 -0.10 0.09 0.47 0.263
H 2.518 -0.471 -1.399 -0.04 1.64 1.12 0.224
H -3.267 2.092 -0.418 -2.94 -0.41 -0.01 0.212
H 3.476 0.408 1.362 0.63 -0.66 -0.47 0.219
H -3.881 0.281 -0.045 -0.06 -1.15 0.80 0.250
H 1.385 2.630 -0.107 0.62 0.07 0.05 0.409
H 4.212 -0.711 0.068 1.20 0.17 -0.04 0.228
H 2.031 -2.569 0.045 -0.04 -0.64 -0.42 0.233
H -1.437 -2.296 0.323 0.04 0.89 -0.07 0.428
H -3.569 -0.967 1.247 -0.66 -0.38 1.50 0.270
H 2.903 -1.197 1.042 -0.38 -0.60 0.45 0.202



- Which of these has the highest charge?
  C10H15N2



- Which of these has the lowest charge?
  C10H15AsCuO9PSTe



- What is the charge in the first record?
  -2